ORCA calculation (ωB97M-V/def2-TZVPD) on C4H9NOS2 as an isolated structure in a non-equilibrium geometry.

```
17
Properties=species:S:1:pos:R:3:lowdin_charge:R:1
C -1.201 0.502 1.496 -0.209
C 0.071 0.746 0.677 -0.242
C -2.046 0.945 -0.671 -0.177
C 2.769 -1.517 -0.840 -0.526
N -2.246 0.966 0.587 -0.106
O 0.115 0.131 -2.150 -0.537
S 1.185 -2.385 -0.472 0.398
S -0.565 -0.202 -0.885 0.797
H -1.274 -0.523 1.687 0.095
H -1.429 1.223 2.401 0.166
H 0.241 1.771 0.372 0.095
H 0.966 0.367 1.067 0.056
H -2.763 0.959 -1.362 0.052
H 2.729 -0.505 -0.912 -0.027
H 3.058 -1.692 -1.863 0.011
H 3.458 -2.059 -0.221 0.003
H -3.069 1.274 1.087 0.152
```

Results
- Energy above the lowest of the compared OMol25 structures with the same formula, charge and spin: 5.695 eV

ORCA calculation (ωB97M-V/def2-TZVPD) on an isolated molecule of C4H9NOS2 in a non-equilibrium geometry.

```
17
Properties=species:S:1:pos:R:3:lowdin_charge:R:1
C 1.145 1.710 0.371 -0.084
N 0.433 1.415 -0.874 0.022
C -0.771 0.787 -0.963 -0.513
O -1.400 0.923 -2.015 0.025
C -1.342 -0.128 0.109 -0.146
C -0.863 -1.594 -0.171 -0.586
S -0.095 -2.442 1.145 0.433
S 1.731 -1.666 1.554 0.329
H 0.902 2.724 0.702 0.083
H 2.207 1.559 0.233 0.077
H 0.682 1.141 1.169 0.045
H 0.578 2.018 -1.670 0.139
H -1.184 0.060 1.167 0.089
H -2.396 0.029 -0.131 0.115
H -1.743 -2.196 -0.429 0.079
H -0.279 -1.705 -1.087 0.083
H 2.394 -2.633 0.891 -0.190
```

Results
- Energy above the lowest of the compared OMol25 structures with the same formula, charge and spin: 0.529 eV

ORCA calculation (ωB97M-V/def2-TZVPD) on a 2-piece molecular cluster, C4H9NOSe overall in a non-equilibrium geometry.

```
16
Properties=species:S:1:pos:R:3:lowdin_spin:R:1
C -1.868 -0.167 -1.887 0.518
C 1.767 1.045 1.679 0.007
C -0.125 -1.752 -0.854 0.670
C 0.961 0.693 0.527 0.058
N -2.063 0.361 -0.711 0.124
O -2.141 -0.264 -3.049 0.300
Se 0.075 -1.083 0.788 0.200
H 2.472 0.075 1.890 0.005
H 2.430 1.921 1.563 0.001
H 1.247 1.249 2.665 0.000
H -0.990 -2.523 -0.955 0.022
H 0.827 -2.244 -1.186 0.039
H 1.658 0.627 -0.304 0.001
H 0.161 1.305 0.189 0.004
H -1.682 -0.284 0.051 0.015
H -2.730 1.041 -0.405 0.037
```

Results
- Electronic energy: -2689.029781 hartree
- <S²>: 2.01
- Spin multiplicity: 3

ORCA calculation (ωB97M-V/def2-TZVPD) on C4H9NOSi as an isolated structure in a non-equilibrium geometry.

```
16
Properties=species:S:1:pos:R:3:lowdin_charge:R:1
C -2.590 -0.053 0.368 -0.288
C 0.276 -2.315 -0.260 -0.153
C 0.259 1.687 -1.460 -0.169
C 0.591 0.936 1.458 -0.171
N -3.479 -0.542 0.884 -0.072
O 0.216 -1.032 -0.703 -0.259
Si -0.176 0.425 -0.127 0.579
H 1.351 -2.537 -0.274 0.101
H -0.200 -3.072 -0.884 0.097
H -0.123 -2.466 0.674 0.058
H -0.522 2.284 -2.015 0.052
H 0.845 2.460 -0.916 0.023
H 0.992 1.280 -2.221 0.055
H 1.102 1.941 1.471 0.057
H 0.043 0.912 2.330 -0.009
H 1.414 0.094 1.674 0.099
```

Results
- Energy above the lowest of the compared OMol25 structures with the same formula, charge and spin: 2.342 eV